#a
{"formula": "C48H96O12", "method": "ωB97M-V with the def2-TZVPD basis set", "elements": ["C", "C", "C", "O", "C", "H", "H", "H", "H", "H", "H", "H", "H", "C", "C", "C", "O", "C", "H", "H", "H", "H", "H", "H", "H", "H", "C", "C", "C", "O", "C", "H", "H", "H", "H", "H", "H", "H", "H", "C", "C", "C", "O", "C", "H", "H", "H", "H", "H", "H", "H", "H", "C", "C", "C", "O", "C", "H", "H", "H", "H", "H", "H", "H", "H", "C", "C", "C", "O", "C", "H", "H", "H", "H", "H", "H", "H", "H", "C", "C", "C", "O", "C", "H", "H", "H", "H", "H", "H", "H", "H", "C", "C", "C", "O", "C", "H", "H", "H", "H", "H", "H", "H", "H", "C", "C", "C", "O", "C", "H", "H", "H", "H", "H", "H", "H", "H", "C", "C", "C", "O", "C", "H", "H", "H", "H", "H", "H", "H", "H", "C", "C", "C", "O", "C", "H", "H", "H", "H", "H", "H", "H", "H", "C", "C", "C", "O", "C", "H", "H", "H", "H", "H", "H", "H", "H"], "xyz": [[-0.07993, 12.47068, 20.55293], [-1.16704, 11.43254, 20.40157], [-1.91303, 11.61527, 21.74796], [-0.89049, 11.98877, 22.64509], [0.33688, 12.25167, 21.98857], [-0.49849, 13.46239, 20.39520], [0.74929, 12.27369, 19.90820], [-0.66219, 10.39380, 20.37797], [-1.77304, 11.63543, 19.48648], [-2.40288, 10.71157, 22.02656], [-2.69775, 12.40272, 21.74014], [1.04035, 11.46385, 22.07669], [0.69507, 13.11311, 22.49292], [-2.40740, 4.77560, 16.68186], [-3.69283, 4.23223, 15.96999], [-3.19202, 2.85548, 15.53006], [-1.90116, 3.04678, 15.12300], [-1.29294, 4.21363, 15.74015], [-2.29339, 4.28170, 17.71837], [-2.45515, 5.88883, 16.76588], [-4.13893, 4.79890, 15.15838], [-4.55494, 4.23593, 16.70284], [-3.87324, 2.47185, 14.70130], [-3.21786, 2.08897, 16.26200], [-0.94438, 4.81689, 14.88861], [-0.41647, 3.86334, 16.27356], [1.92376, 3.65444, 20.80883], [1.37865, 5.11576, 21.23362], [0.62240, 5.52061, 19.97030], [0.19038, 4.30928, 19.33567], [0.80706, 3.13150, 19.99340], [2.08844, 3.08143, 21.73916], [2.86359, 3.77642, 20.32604], [2.21415, 5.72242, 21.57843], [0.72506, 5.02837, 22.08603], [1.31571, 6.05976, 19.29453], [-0.25503, 6.11147, 20.25127], [0.99199, 2.48240, 19.19708], [0.13333, 2.65437, 20.68218], [-3.30032, 6.84425, 19.61592], [-2.90949, 8.22049, 19.04992], [-3.90968, 9.11845, 19.75685], [-4.03200, 8.55330, 21.07903], [-3.73704, 7.16417, 21.05100], [-2.43253, 6.23592, 19.61668], [-4.04840, 6.30644, 19.05285], [-3.10198, 8.38695, 17.98161], [-1.82603, 8.51461, 19.18755], [-4.87675, 9.08885, 19.26440], [-3.56672, 10.11945, 19.77975], [-4.62295, 6.57738, 21.26450], [-3.06171, 6.93003, 21.87780], [-3.06789, 6.06086, 26.02829], [-1.92190, 5.07804, 25.59530], [-2.59774, 4.53153, 24.26857], [-3.29798, 5.73154, 23.74230], [-3.26523, 6.77938, 24.73771], [-2.78018, 6.81857, 26.76994], [-3.92599, 5.48144, 26.40882], [-1.80187, 4.31537, 26.31112], [-1.00822, 5.65011, 25.49717], [-3.33839, 3.73655, 24.30445], [-1.86846, 4.18483, 23.55186], [-4.14096, 7.41301, 24.73090], [-2.35084, 7.29509, 24.44338], [1.57274, 8.63303, 24.66717], [0.15730, 9.28730, 24.50873], [-0.18593, 8.70104, 23.16961], [0.27491, 7.35763, 23.26762], [1.30378, 7.18214, 24.18601], [2.01074, 8.70895, 25.68378], [2.28788, 9.10942, 24.03015], [0.03757, 10.36580, 24.44892], [-0.45546, 8.95228, 25.33253], [0.36284, 9.23452, 22.36762], [-1.22770, 8.73662, 22.91384], [2.12182, 6.59976, 23.76574], [0.96060, 6.60641, 25.07655], [-5.11737, 3.59778, 21.07326], [-4.23395, 3.66728, 19.77421], [-3.97820, 2.17280, 19.45877], [-4.21430, 1.43242, 20.64944], [-5.32680, 2.07986, 21.27781], [-6.09700, 4.04257, 20.90509], [-4.69325, 4.04344, 21.94738], [-3.34979, 4.28841, 19.85201], [-4.86973, 4.04321, 19.00553], [-2.94989, 2.12557, 19.12621], [-4.67705, 1.88702, 18.62085], [-5.33435, 1.82707, 22.36495], [-6.24922, 1.78649, 20.78257], [-6.81916, 10.83874, 16.08096], [-6.90073, 9.27606, 16.14170], [-5.44490, 8.87024, 16.28043], [-4.67935, 9.92832, 16.77673], [-5.24910, 11.08653, 16.23644], [-7.39970, 11.18291, 16.96308], [-7.27438, 11.39498, 15.22453], [-7.33967, 8.79298, 15.26322], [-7.48187, 9.02392, 17.03283], [-5.06647, 8.55676, 15.27827], [-5.28427, 7.99527, 16.86226], [-4.94713, 11.34166, 15.18536], [-5.04091, 11.88319, 16.93597], [-6.79357, 13.32639, 19.75322], [-5.84408, 14.53476, 19.29034], [-4.42939, 13.95887, 19.56763], [-4.66533, 12.98528, 20.61241], [-5.82377, 12.28108, 20.22765], [-7.38861, 12.98799, 18.89697], [-7.50246, 13.65378, 20.50986], [-5.95993, 15.43479, 19.81214], [-6.09945, 14.68897, 18.20344], [-3.67266, 14.65875, 19.95047], [-4.01508, 13.42156, 18.66295], [-6.18513, 11.63066, 20.99008], [-5.50818, 11.76953, 19.32800], [-4.50816, 10.93174, 24.45913], [-3.88555, 12.31315, 24.46031], [-5.08189, 13.29339, 24.44789], [-6.18806, 12.51831, 24.10700], [-5.95539, 11.30104, 24.74828], [-4.19617, 10.17597, 25.16858], [-4.37608, 10.56418, 23.44670], [-3.28202, 12.72172, 23.72965], [-3.30301, 12.36020, 25.36542], [-4.91555, 14.08506, 23.69256], [-5.20585, 13.83013, 25.41462], [-6.71436, 10.57641, 24.54284], [-6.05528, 11.38012, 25.84796], [0.18704, 9.37088, 17.27013], [-0.89508, 10.34177, 16.71151], [-1.42601, 9.52638, 15.48698], [-1.36634, 8.12153, 15.95719], [-0.15996, 7.99965, 16.69110], [0.20295, 9.34404, 18.35216], [1.16501, 9.64526, 16.84038], [-0.46133, 11.28113, 16.35120], [-1.69918, 10.56970, 17.44363], [-0.76896, 9.56735, 14.51272], [-2.43403, 9.71543, 15.13580], [0.63577, 7.69748, 15.97119], [-0.28781, 7.17355, 17.40019], [-8.10852, 9.15037, 21.60108], [-7.31032, 7.87243, 21.70350], [-7.93943, 7.03540, 20.59315], [-8.20098, 7.96399, 19.55783], [-8.63231, 9.18275, 20.15153], [-7.47505, 10.00885, 21.76011], [-8.86316, 9.29665, 22.36705], [-7.38090, 7.46563, 22.68004], [-6.25397, 8.01619, 21.50955], [-8.91826, 6.60226, 20.86823], [-7.29441, 6.21489, 20.22790], [-9.75428, 9.28553, 20.09111], [-8.19475, 9.99359, 19.58781]], "charge": 0, "smiles": "C1CCOC1.C1CCOC1.C1CCOC1.C1CCOC1.C1CCOC1.C1CCOC1.C1CCOC1.C1CCOC1.C1CCOC1.C1CCOC1.C1CCOC1.C1CCOC1", "e_homo_ev": -8.992, "multiplicity": 1, "lumo_ev": 0.7, "gap_ev": 9.6}


#b
{"formula": "C48H96O12", "method": "ωB97M-V with the def2-TZVPD basis set", "elements": ["C", "C", "C", "O", "C", "H", "H", "H", "H", "H", "H", "H", "H", "C", "C", "C", "O", "C", "H", "H", "H", "H", "H", "H", "H", "H", "C", "C", "C", "O", "C", "H", "H", "H", "H", "H", "H", "H", "H", "C", "C", "C", "O", "C", "H", "H", "H", "H", "H", "H", "H", "H", "C", "C", "C", "O", "C", "H", "H", "H", "H", "H", "H", "H", "H", "C", "C", "C", "O", "C", "H", "H", "H", "H", "H", "H", "H", "H", "C", "C", "C", "O", "C", "H", "H", "H", "H", "H", "H", "H", "H", "C", "C", "C", "O", "C", "H", "H", "H", "H", "H", "H", "H", "H", "C", "C", "C", "O", "C", "H", "H", "H", "H", "H", "H", "H", "H", "C", "C", "C", "O", "C", "H", "H", "H", "H", "H", "H", "H", "H", "C", "C", "C", "O", "C", "H", "H", "H", "H", "H", "H", "H", "H", "C", "C", "C", "O", "C", "H", "H", "H", "H", "H", "H", "H", "H"], "xyz": [[-4.23541, -17.34521, 15.21387], [-2.97691, -16.97085, 14.52518], [-2.82186, -15.47514, 14.69535], [-3.42308, -15.31181, 15.99611], [-4.40520, -16.30203, 16.32397], [-4.30699, -18.34236, 15.64824], [-5.04720, -17.26156, 14.49130], [-2.86842, -17.23302, 13.47275], [-2.12089, -17.46631, 14.98327], [-3.38888, -14.91970, 13.94830], [-1.80583, -15.08053, 14.70169], [-5.40677, -15.87801, 16.39593], [-4.11620, -16.74518, 17.27696], [-7.56647, -5.60379, 18.37465], [-8.77033, -4.79229, 18.73186], [-8.73538, -3.70644, 17.68957], [-7.54723, -3.87694, 16.96469], [-6.59942, -4.58945, 17.79274], [-7.80991, -6.39079, 17.66087], [-7.02477, -6.06151, 19.20240], [-8.57247, -4.39848, 19.72879], [-9.71253, -5.33866, 18.77459], [-8.62101, -2.73041, 18.16114], [-9.58856, -3.61895, 17.01687], [-6.22212, -3.91003, 18.55702], [-5.72937, -4.98289, 17.26708], [-7.23292, -7.70869, 2.12110], [-5.96631, -8.48816, 2.38442], [-6.35116, -9.40081, 3.51104], [-7.50786, -8.79555, 4.09707], [-7.74631, -7.53013, 3.50599], [-7.89648, -8.22401, 1.42667], [-7.02017, -6.74166, 1.66537], [-5.11327, -7.87360, 2.67207], [-5.55866, -9.02231, 1.52616], [-5.51182, -9.42309, 4.20610], [-6.50272, -10.42439, 3.16838], [-7.31297, -6.72813, 4.10358], [-8.82217, -7.35547, 3.49529], [-2.29165, -4.13378, 6.79299], [-1.71767, -5.19121, 7.71041], [-1.58144, -4.47372, 9.04870], [-1.27554, -3.14353, 8.67624], [-1.77252, -2.82243, 7.39170], [-3.36527, -4.26064, 6.65393], [-1.83248, -4.35271, 5.82897], [-0.73887, -5.55230, 7.39471], [-2.22971, -6.15267, 7.74910], [-0.83717, -4.97001, 9.67149], [-2.57523, -4.54462, 9.49079], [-0.93281, -2.43355, 6.81571], [-2.61134, -2.14852, 7.56585], [-6.49006, -10.46529, 12.83468], [-6.69341, -11.28686, 11.54255], [-5.77293, -10.62707, 10.51852], [-4.71946, -9.99001, 11.31550], [-5.18347, -9.68722, 12.63657], [-6.41339, -11.09095, 13.72393], [-7.32382, -9.77097, 12.93894], [-7.71706, -11.38420, 11.18093], [-6.37108, -12.31280, 11.72045], [-6.37123, -9.87452, 10.00490], [-5.40003, -11.30770, 9.75316], [-5.40064, -8.64528, 12.87171], [-4.49798, -9.97555, 13.43349], [-1.51822, -9.93938, 22.22010], [-2.04330, -11.07586, 21.35808], [-2.45821, -10.34690, 20.10637], [-2.36196, -8.94943, 20.34659], [-1.25139, -8.81407, 21.23391], [-0.53996, -10.19011, 22.63028], [-2.31585, -9.65743, 22.90740], [-2.89831, -11.54088, 21.84882], [-1.32082, -11.86802, 21.16159], [-3.42844, -10.67581, 19.73411], [-1.79369, -10.62290, 19.28762], [-1.28223, -7.82676, 21.69473], [-0.29755, -8.94179, 20.72208], [-9.45534, -12.02497, 21.90142], [-10.27327, -11.75912, 23.09530], [-11.13222, -10.55493, 22.69275], [-11.29787, -10.84615, 21.28133], [-10.38215, -11.76638, 20.74391], [-8.99475, -13.01249, 21.87370], [-8.64202, -11.30103, 21.85132], [-9.77542, -11.55939, 24.04417], [-10.95084, -12.59636, 23.26272], [-10.60414, -9.60874, 22.81094], [-12.12178, -10.56329, 23.14970], [-9.85271, -11.38562, 19.87052], [-10.93493, -12.68076, 20.52840], [-10.56003, -3.03835, 9.68341], [-9.50610, -4.07962, 9.81291], [-10.22245, -5.38038, 9.73084], [-11.61158, -5.04614, 9.88264], [-11.72864, -3.73898, 10.39939], [-10.78400, -2.84167, 8.63495], [-10.29202, -2.13993, 10.23939], [-9.17166, -3.96884, 10.84440], [-8.62904, -3.87475, 9.19898], [-9.91373, -6.12848, 10.46100], [-10.06162, -5.71561, 8.70622], [-11.63980, -3.71078, 11.48540], [-12.73206, -3.40159, 10.13973], [-12.38145, -13.23844, 6.33191], [-12.52332, -11.96644, 7.15731], [-13.67107, -11.34778, 6.46201], [-13.55519, -11.67410, 5.07061], [-12.58121, -12.70134, 4.89140], [-13.22680, -13.86895, 6.60746], [-11.38769, -13.66499, 6.46832], [-11.67147, -11.28931, 7.09454], [-12.80218, -12.13042, 8.19820], [-13.64071, -10.27751, 6.66621], [-14.58858, -11.81299, 6.82235], [-11.66915, -12.25218, 4.49834], [-12.92004, -13.44333, 4.16839], [3.55831, -10.86674, 12.60799], [4.82644, -10.71807, 11.69444], [4.81639, -9.34119, 11.10247], [3.55578, -8.77089, 11.52586], [3.02910, -9.40390, 12.66579], [3.71493, -11.27743, 13.60544], [2.80801, -11.49126, 12.12309], [4.91115, -11.59809, 11.05688], [5.65234, -10.84585, 12.39420], [4.85049, -9.38804, 10.01401], [5.69905, -8.79010, 11.42699], [1.95248, -9.24646, 12.60084], [3.32207, -8.84890, 13.55699], [-3.02272, -17.49972, 4.78608], [-2.53702, -17.43603, 6.22734], [-3.66492, -16.83899, 6.98236], [-4.20020, -15.93329, 6.03494], [-4.14585, -16.43762, 4.71823], [-3.39322, -18.50140, 4.56820], [-2.29639, -17.29316, 4.00003], [-1.71696, -16.71876, 6.26096], [-2.01301, -18.30597, 6.62322], [-3.38576, -16.35366, 7.91758], [-4.54438, -17.47263, 7.09706], [-3.74826, -15.64565, 4.08357], [-5.12390, -16.79370, 4.39461], [-12.23776, -17.26287, 14.05135], [-12.49585, -17.16776, 12.56895], [-11.17995, -17.71857, 11.97803], [-10.68549, -18.57443, 13.02480], [-11.48479, -18.59145, 14.21723], [-13.20023, -17.19958, 14.55903], [-11.69375, -16.41805, 14.47377], [-12.72252, -16.16008, 12.22067], [-13.28742, -17.86080, 12.28400], [-10.41633, -16.99241, 11.69931], [-11.49622, -18.22499, 11.06610], [-10.89241, -18.69614, 15.12620], [-12.19353, -19.41916, 14.19104]], "charge": 0, "smiles": "C1CCOC1.C1CCOC1.C1CCOC1.C1CCOC1.C1CCOC1.C1CCOC1.C1CCOC1.C1CCOC1.C1CCOC1.C1CCOC1.C1CCOC1.C1CCOC1", "e_homo_ev": -9.377, "multiplicity": 1, "lumo_ev": 0.3, "gap_ev": 9.6}


#c
{"formula": "C48H96O12", "method": "ωB97M-V with the def2-TZVPD basis set", "elements": ["C", "C", "C", "O", "C", "H", "H", "H", "H", "H", "H", "H", "H", "C", "C", "C", "O", "C", "H", "H", "H", "H", "H", "H", "H", "H", "C", "C", "C", "O", "C", "H", "H", "H", "H", "H", "H", "H", "H", "C", "C", "C", "O", "C", "H", "H", "H", "H", "H", "H", "H", "H", "C", "C", "C", "O", "C", "H", "H", "H", "H", "H", "H", "H", "H", "C", "C", "C", "O", "C", "H", "H", "H", "H", "H", "H", "H", "H", "C", "C", "C", "O", "C", "H", "H", "H", "H", "H", "H", "H", "H", "C", "C", "C", "O", "C", "H", "H", "H", "H", "H", "H", "H", "H", "C", "C", "C", "O", "C", "H", "H", "H", "H", "H", "H", "H", "H", "C", "C", "C", "O", "C", "H", "H", "H", "H", "H", "H", "H", "H", "C", "C", "C", "O", "C", "H", "H", "H", "H", "H", "H", "H", "H", "C", "C", "C", "O", "C", "H", "H", "H", "H", "H", "H", "H", "H"], "xyz": [[2.83326, -1.71370, -2.99822], [2.38037, -2.43426, -1.78988], [1.40239, -1.57338, -0.94201], [0.83914, -0.69297, -1.95080], [1.53969, -0.87837, -3.24666], [3.03848, -2.42175, -3.80112], [3.71044, -1.06720, -2.97222], [3.18323, -2.73669, -1.11753], [1.89930, -3.31022, -2.22506], [2.10244, -0.95394, -0.38136], [0.73203, -2.05045, -0.22708], [1.60777, 0.08564, -3.75079], [0.80594, -1.49085, -3.77065], [0.63477, 0.71958, -0.41221], [0.60296, 0.21802, 1.03712], [-0.93393, 0.34066, 1.38403], [-1.53334, 0.83723, 0.17827], [-0.79229, 0.32783, -0.99137], [1.38998, 0.36275, -1.11252], [0.56499, 1.80734, -0.40883], [1.29392, 0.78780, 1.65844], [1.08199, -0.76108, 1.03573], [-1.06147, 0.97245, 2.26305], [-1.25815, -0.65460, 1.68806], [-1.18321, 0.85324, -1.86271], [-1.01129, -0.70334, -1.26856], [-2.53685, -1.42306, 4.83169], [-3.00381, -0.05799, 4.42591], [-1.90310, 0.47509, 3.45324], [-0.75502, -0.37792, 3.70030], [-1.04279, -1.27687, 4.81365], [-2.75956, -2.20259, 4.10311], [-2.83328, -1.77143, 5.82106], [-2.97185, 0.52323, 5.34747], [-4.00441, -0.08565, 3.99448], [-1.66552, 1.49020, 3.77135], [-2.15678, 0.61716, 2.40273], [-0.62581, -0.80134, 5.70141], [-0.44086, -2.18267, 4.74075], [0.16908, 2.63001, -2.33354], [1.24256, 3.60037, -2.58676], [2.18462, 2.88645, -3.52176], [1.90960, 1.51542, -3.25444], [0.83090, 1.35910, -2.40273], [-0.62207, 2.74212, -3.07490], [-0.40233, 2.69576, -1.40766], [1.63961, 3.80353, -1.59218], [0.87829, 4.56152, -2.94950], [3.21253, 3.16050, -3.28427], [1.95393, 3.20721, -4.53763], [1.38002, 1.22589, -1.47062], [0.21217, 0.50198, -2.66847], [-1.20429, -1.49943, -2.63876], [-1.67907, -2.60474, -1.68870], [-2.22088, -3.65655, -2.64223], [-1.31890, -3.59669, -3.78261], [-0.63158, -2.34253, -3.82419], [-0.51272, -0.83651, -2.11879], [-2.11368, -1.06813, -3.05719], [-2.42350, -2.27074, -0.96595], [-0.80765, -3.06052, -1.21863], [-3.26030, -3.42953, -2.87921], [-2.20396, -4.60719, -2.10923], [-0.88642, -1.74722, -4.70098], [0.43873, -2.47817, -3.66887], [3.34709, -0.23562, 2.89954], [4.79433, 0.07576, 3.44722], [5.30512, 0.84710, 2.23254], [4.17243, 1.63991, 1.75372], [2.95069, 1.13322, 2.30741], [2.65739, -0.49815, 3.70172], [3.29407, -1.04670, 2.17329], [5.36038, -0.82355, 3.68998], [4.77751, 0.63755, 4.38113], [5.51437, 0.08924, 1.47759], [6.26263, 1.36684, 2.26651], [2.17672, 0.96542, 1.55847], [2.63581, 1.74125, 3.15550], [-3.92637, -1.33353, 2.22349], [-3.26918, -0.43792, 1.21478], [-2.74296, -1.29863, 0.12952], [-3.74578, -2.35189, 0.14412], [-4.19703, -2.59461, 1.43903], [-4.79910, -0.83788, 2.64867], [-3.23550, -1.58661, 3.02769], [-2.59933, 0.25606, 1.72250], [-4.00084, 0.27474, 0.83413], [-1.71120, -1.63404, 0.23471], [-2.79545, -0.82582, -0.85120], [-3.73599, -3.43430, 1.95911], [-5.26464, -2.77100, 1.57014], [0.15386, 1.15822, 4.60965], [1.15750, 2.23259, 4.97188], [1.21631, 2.97156, 3.57621], [0.55420, 2.15955, 2.60571], [0.54397, 0.87195, 3.13341], [-0.80115, 1.68363, 4.61069], [0.09011, 0.20337, 5.13147], [2.07311, 1.71042, 5.24954], [0.83609, 2.82846, 5.82613], [2.25505, 3.19649, 3.33428], [0.74748, 3.94820, 3.69650], [1.45501, 0.32758, 2.88491], [-0.25773, 0.31095, 2.65314], [3.49156, 0.51405, 0.10604], [4.39506, 0.26117, -1.08189], [3.91281, 1.38328, -2.04695], [3.78169, 2.46269, -1.18615], [3.39436, 2.03267, 0.15448], [3.91133, 0.06238, 1.00487], [2.50310, 0.06383, 0.01470], [4.21564, -0.75863, -1.42236], [5.42323, 0.47515, -0.79002], [2.98552, 1.13387, -2.56273], [4.77293, 1.54038, -2.69780], [2.34129, 2.26178, 0.31772], [3.98973, 2.39096, 0.99428], [0.16394, -2.05401, 1.79576], [0.87189, -0.94192, 2.66276], [1.18552, -1.67731, 3.95076], [0.12749, -2.65306, 4.02786], [-0.41264, -3.00886, 2.77198], [0.93043, -2.58149, 1.22798], [-0.59070, -1.76401, 1.06465], [0.22575, -0.10281, 2.92062], [1.78703, -0.58592, 2.18960], [1.29318, -0.94326, 4.74931], [2.15701, -2.15053, 3.80804], [-1.49059, -2.85295, 2.81472], [-0.24417, -4.05670, 2.52350], [-2.01666, 0.78535, -5.67645], [-1.83388, -0.06289, -4.46614], [-0.64436, 0.65128, -3.81382], [-0.90418, 1.97509, -4.04071], [-1.90458, 2.16007, -5.05936], [-2.95329, 0.72210, -6.23036], [-1.21073, 0.59971, -6.38646], [-1.65770, -1.10367, -4.73790], [-2.77035, 0.09161, -3.93018], [0.30083, 0.39569, -4.29277], [-0.54541, 0.35885, -2.76845], [-1.57338, 2.94447, -5.73990], [-2.84428, 2.51402, -4.63536], [-2.90167, 0.81006, -1.36007], [-4.30769, 0.36083, -1.80023], [-4.20956, 0.57502, -3.30517], [-3.44735, 1.68316, -3.53478], [-2.45577, 1.71472, -2.55537], [-2.24257, -0.05188, -1.46370], [-2.80627, 1.38441, -0.43859], [-5.03686, 1.00508, -1.30896], [-4.50362, -0.69690, -1.62442], [-5.22464, 0.56713, -3.70224], [-3.80238, -0.38635, -3.61835], [-2.30606, 2.73375, -2.19861], [-1.50418, 1.41030, -2.99114]], "charge": 0, "e_homo_ev": -6.065, "multiplicity": 1, "lumo_ev": 0.4, "gap_ev": 6.5}


Stability comparison, relative energies in hartree: #a 0.0000; #b 0.0530; #c 3.4599